A.
15
Properties=species:S:1:pos:R:3 method="wB97M-V/def2-TZVPD" e_homo_ev=-2.478 homo_lumo_gap_ev=6.816 spin_multiplicity=1 total_charge=-1
S 0.267 0.353 -0.805
N 1.444 1.041 2.428
C -1.921 -0.542 -2.390
C -0.647 -1.020 -1.651
C 0.680 -0.094 2.970
H 1.896 0.667 1.604
H -2.313 -1.321 -3.053
H -0.929 -1.815 -0.961
H 0.108 -0.625 2.203
H -0.003 0.267 3.737
H 1.395 -0.805 3.386
H 0.038 -1.367 -2.422
H 0.775 1.632 1.972
H -1.589 0.337 -2.941
H -2.730 -0.280 -1.708


B.
15
Properties=species:S:1:pos:R:3 method="wB97M-V/def2-TZVPD" e_homo_ev=-2.185 homo_lumo_gap_ev=6.225 spin_multiplicity=1 total_charge=-1
S -2.253 1.358 0.334
N 1.817 0.315 0.085
C -2.909 -0.236 0.969
C 1.382 -1.056 -0.036
C 1.479 1.096 -1.090
H -3.666 -0.067 1.733
H 2.114 1.972 -1.215
H 1.644 0.464 -1.957
H -2.105 -0.830 1.427
H 0.395 -1.131 -0.512
H 1.464 0.727 0.935
H -3.244 -0.840 0.131
H 0.432 1.408 -1.023
H 2.061 -1.605 -0.699
H 1.389 -1.574 0.916


Energies, relative to the best one, in kJ/mol: A 0.0; B 43.4.


A.
22
Properties=species:S:1:pos:R:3 method="wB97M-V/def2-TZVPD" e_homo_ev="-8.170 / -8.169" homo_lumo_gap_ev="8.050 / 8.049" spin_multiplicity=1
O -1.202 -2.343 -1.273
N -1.252 -1.339 -0.453
C -1.399 0.024 -0.593
C -0.232 1.295 1.205
C -0.661 -1.248 0.920
C 1.172 -0.262 0.014
C -1.159 0.181 0.886
C 0.785 -1.467 0.578
C 1.174 0.016 -1.337
C -0.418 0.666 -1.604
C 1.201 0.839 1.015
H -0.348 1.654 2.165
H 1.810 1.693 0.795
H 1.214 -0.991 -1.909
H -0.724 0.252 -2.599
H -0.619 2.139 0.601
H 0.899 -2.282 -0.138
H 1.719 0.357 1.895
H 1.763 0.812 -1.683
H -1.125 -1.964 1.669
H -2.074 0.205 1.532
H -0.526 1.764 -1.687


B.
22
Properties=species:S:1:pos:R:3 method="wB97M-V/def2-TZVPD" e_homo_ev=-9.987 homo_lumo_gap_ev=9.896 spin_multiplicity=1
O 3.609 -0.540 0.933
N -3.124 1.408 1.171
C 2.597 -0.031 0.557
C -2.362 0.599 0.900
C -0.024 0.103 0.633
C 0.147 1.110 -0.514
C 1.242 -0.752 0.693
C -1.436 -0.460 0.635
C -1.833 -1.233 -0.659
C 1.412 1.962 -0.482
C 2.566 1.315 -0.005
H -1.194 -2.160 -0.897
H -2.848 -1.284 -0.665
H 3.544 1.847 0.109
H -1.453 -0.683 -1.438
H 1.470 -1.335 1.565
H -0.008 0.839 1.566
H 0.169 0.424 -1.387
H 1.192 -1.553 -0.090
H 1.411 2.862 -1.003
H -0.834 1.648 -0.713
H -1.515 -1.191 1.500


Energies, relative to the best one, in kJ/mol: A 512.4; B 0.0.


A.
22
Properties=species:S:1:pos:R:3 method="wB97M-V/def2-TZVPD" e_homo_ev=-9.367 homo_lumo_gap_ev=8.830 spin_multiplicity=1
O 1.231 2.128 -0.284
N 3.196 0.402 -0.710
C 0.822 0.919 -0.381
C -1.441 1.543 0.133
C 1.908 -1.092 0.871
C -2.418 -1.002 -0.590
C 1.951 -0.191 -0.308
C -3.303 -0.102 -0.065
C -0.451 0.453 -0.230
C -2.761 1.224 0.195
C -0.975 -0.753 -0.665
H -4.335 -0.281 -0.058
H 1.362 -0.839 -1.061
H 2.454 -1.964 1.056
H 3.203 1.246 -0.060
H -0.355 -1.349 -1.086
H 1.073 -1.248 1.031
H -1.275 2.512 0.581
H -3.436 1.548 0.769
H -2.652 -2.173 -0.770
H 3.828 -0.491 -0.160
H 2.373 -0.487 1.794


B.
22
Properties=species:S:1:pos:R:3 method="wB97M-V/def2-TZVPD" e_homo_ev=-9.115 homo_lumo_gap_ev=9.908 spin_multiplicity=1
O 1.314 -1.716 -1.508
N 1.968 0.087 -0.260
C -1.115 0.781 -0.823
C 1.719 1.509 -0.065
C -0.446 -0.418 -0.490
C -2.497 0.998 -0.496
C -2.480 -1.288 0.449
C -3.152 -0.005 0.123
C 2.593 -0.546 0.911
C -1.213 -1.441 -0.009
C 1.055 -0.736 -0.897
H 2.857 1.906 0.500
H 1.289 2.150 -0.955
H -0.734 -2.205 0.309
H -2.979 -2.150 0.904
H -4.133 -0.010 0.448
H 2.786 -1.706 0.461
H 2.003 -0.564 1.730
H 3.647 -0.135 1.072
H -0.403 1.611 -1.399
H -2.993 1.951 -0.822
H 0.913 1.926 0.816


Energies, relative to the best one, in kJ/mol: A 220.0; B 0.0.


A.
44
Properties=species:S:1:pos:R:3 method="wB97M-V/def2-TZVPD" e_homo_ev="-18.573 / -18.454" s_squared=6.022 homo_lumo_gap_ev="8.434 / 4.569" spin_multiplicity=5 total_charge=+3
Rh 0.007 -0.587 -0.679
Br 2.915 -1.130 -0.020
O -0.940 0.777 0.572
O -0.199 1.397 -1.817
O -0.389 -1.022 -2.682
N -0.675 -0.473 -4.850
N -1.665 2.838 1.134
N 0.617 -2.499 0.422
C -2.095 2.409 2.471
C -0.848 0.517 -5.922
C -0.796 -1.877 -5.267
C -0.428 1.328 -3.220
C 1.956 -2.561 0.623
C 1.847 -4.670 1.749
C -0.427 -5.714 2.043
C -0.111 -3.499 0.872
C 2.607 -3.635 1.282
C 0.446 -4.642 1.561
C -0.493 -0.145 -3.601
C -1.953 4.241 0.797
C -0.766 2.496 -1.111
C -1.136 2.005 0.284
H 3.682 -3.613 1.403
H -0.318 -5.811 3.135
H -1.503 2.936 3.218
H 0.062 -2.138 -5.884
H -0.842 -2.522 -4.399
H -1.908 0.712 -6.081
H -1.662 2.862 -1.619
H -1.373 1.812 -3.480
H -0.040 3.310 -1.055
H 0.382 1.833 -3.751
H -0.426 0.105 -6.835
H -1.223 4.643 0.101
H -2.957 4.329 0.382
H -0.326 1.444 -5.703
H -1.967 1.340 2.579
H -3.144 2.672 2.597
H -1.706 -1.984 -5.856
H -0.075 -6.683 1.661
H 2.307 -5.508 2.259
H -1.182 -3.450 0.709
H -1.475 -5.574 1.794
H -1.900 4.825 1.711


B.
44
Properties=species:S:1:pos:R:3 method="wB97M-V/def2-TZVPD" e_homo_ev="-18.570 / -18.486" s_squared=6.022 homo_lumo_gap_ev="8.470 / 4.615" spin_multiplicity=5 total_charge=+3
Rh 0.414 -0.024 0.388
Br 3.110 -0.497 1.150
O -0.055 -0.595 -1.568
O 0.381 1.885 -0.839
O -0.556 1.384 1.541
N -0.285 -0.122 -3.764
N -1.246 3.492 1.951
N 0.975 -2.151 1.332
C -0.707 2.598 1.171
C 0.996 -4.411 2.225
C -1.737 3.146 3.292
C 2.386 -4.316 2.476
C 0.225 -5.612 2.549
C -0.285 2.997 -0.237
C -1.523 4.866 1.505
C -0.048 0.239 -2.533
C 0.231 1.710 -2.247
C 0.346 -3.263 1.632
C -0.600 -1.514 -4.110
C 2.299 -2.100 1.596
C -0.304 0.837 -4.879
C 3.044 -3.162 2.163
H 0.467 1.595 -4.766
H -1.287 1.301 -4.959
H 0.220 -1.928 -4.694
H -0.101 0.290 -5.795
H -0.713 5.256 0.894
H -2.464 4.900 0.955
H 2.912 -5.156 2.915
H -1.299 3.840 4.006
H -0.752 -2.095 -3.208
H 1.151 2.026 -2.743
H -2.821 3.249 3.305
H 0.682 -6.489 2.065
H -1.610 5.495 2.386
H 0.394 3.851 -0.212
H -0.826 -5.546 2.283
H -1.173 3.273 -0.812
H 0.322 -5.834 3.623
H -1.508 -1.521 -4.710
H -1.457 2.130 3.541
H 4.106 -3.036 2.334
H -0.588 2.325 -2.626
H -0.718 -3.312 1.424


Energies, relative to the best one, in kJ/mol: A 0.0; B 5.7.


A.
11
Properties=species:S:1:pos:R:3 method="wB97M-V/def2-TZVPD" e_homo_ev=-8.529 homo_lumo_gap_ev=8.820 spin_multiplicity=1
S 0.455 -2.071 -1.730
P 0.813 1.012 1.213
N -0.644 1.183 0.400
N 1.335 -0.197 0.115
C 0.301 -0.827 -0.646
C -0.988 -0.059 -0.346
H 0.439 -0.038 2.170
H -1.606 0.190 -1.282
H -1.796 -0.655 0.293
H 2.385 -0.494 0.037
H -0.694 1.956 -0.224


B.
11
Properties=species:S:1:pos:R:3 method="wB97M-V/def2-TZVPD" e_homo_ev=-8.310 homo_lumo_gap_ev=7.743 spin_multiplicity=1
S 2.731 -0.028 0.631
P -1.334 -1.030 0.170
N -1.077 0.676 0.387
N 0.232 -1.517 -0.175
C 1.235 0.117 0.160
C 0.138 1.020 -0.280
H -1.166 1.034 1.399
H 0.792 -2.223 0.406
H 0.005 0.859 -1.346
H 0.375 2.018 -0.153
H -1.930 -0.926 -1.199


Energies, relative to the best one, in kJ/mol: A 0.0; B 193.8.


A.
16
Properties=species:S:1:pos:R:3 method="wB97M-V/def2-TZVPD" e_homo_ev="-16.469 / -14.436" s_squared=0.753 homo_lumo_gap_ev="13.591 / 2.960" spin_multiplicity=2 total_charge=+1
C -0.972 -0.906 -1.542
C 0.739 2.150 1.404
C -1.162 -2.306 -2.063
C 1.335 1.094 2.268
H -0.287 -0.250 -2.096
H -0.339 -1.054 -0.622
H -1.866 -2.883 -1.458
H 1.658 2.590 0.957
H -1.898 -0.351 -1.432
H 1.738 0.333 1.594
H -0.004 2.857 1.779
H 0.637 0.654 2.996
H -0.242 -2.868 -2.189
H -1.654 -2.204 -3.055
H 0.135 1.792 0.527
H 2.185 1.352 2.932


B.
16
Properties=species:S:1:pos:R:3 method="wB97M-V/def2-TZVPD" e_homo_ev="-15.950 / -15.767" s_squared=0.755 homo_lumo_gap_ev="12.829 / 4.455" spin_multiplicity=2 total_charge=+1
C -0.978 1.817 1.568
C 1.816 -1.704 -1.582
C -1.628 0.415 1.383
C 0.803 -0.556 -1.306
H -1.977 -0.141 2.192
H -1.054 2.437 0.622
H -1.526 2.498 2.213
H 0.098 1.838 1.793
H 1.267 0.386 -1.378
H 1.672 -2.587 -0.959
H 1.612 -1.754 -2.689
H 2.857 -1.310 -1.518
H 0.555 -0.707 -0.200
H -0.985 -0.353 0.879
H -0.062 -0.660 -1.936
H -2.536 0.519 0.610


C.
16
Properties=species:S:1:pos:R:3 method="wB97M-V/def2-TZVPD" e_homo_ev="-16.953 / -15.595" s_squared=0.753 homo_lumo_gap_ev="14.016 / 3.702" spin_multiplicity=2 total_charge=+1
C -0.229 -1.446 -1.390
C 0.472 0.754 2.177
C 0.519 -0.331 -2.111
C -0.774 0.987 1.303
H 0.270 0.661 -1.608
H -0.705 0.367 0.383
H 0.003 -1.445 -0.356
H -1.055 2.032 1.131
H 0.216 -2.305 -1.810
H 0.710 1.578 2.780
H -1.658 0.689 1.949
H 0.422 -0.153 2.692
H -1.323 -1.304 -1.361
H 1.545 -0.353 -1.947
H 0.310 -0.265 -3.207
H 1.334 0.717 1.479


Energies, relative to the best one, in kJ/mol: A 0.0; B 26.6; C 42.9.


A.
21
Properties=species:S:1:pos:R:3 method="wB97M-V/def2-TZVPD" e_homo_ev=-10.609 homo_lumo_gap_ev=10.874 spin_multiplicity=1
O 6.031 0.726 3.444
O -3.993 2.302 -2.017
O 3.964 -0.523 1.975
O -6.311 -0.286 -3.563
O -2.642 -3.253 -3.718
C 2.119 0.995 1.691
C 2.469 -0.506 1.668
H 2.056 -1.089 2.447
H -4.106 3.266 -1.788
H -4.915 2.057 -1.962
H -5.704 -0.212 -2.796
H -6.691 -1.166 -3.353
H -2.729 -2.372 -3.420
H 2.211 1.450 2.691
H 2.201 -0.990 0.660
H 5.784 1.455 3.922
H -3.139 -3.831 -3.115
H 4.227 -1.444 2.047
H 1.066 1.149 1.450
H 2.629 1.570 1.022
H 5.473 0.703 2.715


B.
21
Properties=species:S:1:pos:R:3 method="wB97M-V/def2-TZVPD" e_homo_ev=-10.933 homo_lumo_gap_ev=11.377 spin_multiplicity=1
O -1.179 -2.627 0.874
O 2.014 1.604 -2.949
O -0.079 -0.408 2.342
O 1.872 -2.006 0.024
O -1.033 1.544 1.009
C -0.468 0.954 -0.135
C -1.263 1.253 -1.368
H 1.346 -1.989 0.836
H -1.079 -1.704 1.149
H -2.163 0.670 -1.508
H 1.298 -2.459 -0.603
H 1.953 0.756 -2.496
H -0.761 0.266 2.338
H -1.825 2.063 0.873
H -0.489 -0.160 -0.003
H -1.141 -3.123 1.698
H 1.688 2.334 -2.443
H 0.616 -0.009 2.868
H -0.633 1.199 -2.272
H -1.587 2.302 -1.486
H 0.570 1.422 -0.276


Energies, relative to the best one, in kJ/mol: A 61.0; B 0.0.


A.
21
Properties=species:S:1:pos:R:3 method="wB97M-V/def2-TZVPD" e_homo_ev="-6.613 / -6.036" homo_lumo_gap_ev="6.521 / 5.104" spin_multiplicity=1
O 0.212 2.838 -0.259
O 3.638 -2.605 0.291
N 2.268 1.835 0.049
N -0.817 0.074 -0.456
N 2.949 -0.396 0.094
C 0.445 0.481 -0.716
C -2.743 -0.157 0.965
C -1.624 0.576 0.572
C -2.513 -1.586 -0.949
C 3.457 -1.488 0.255
C -1.201 -1.049 -1.109
C 3.187 0.916 0.248
C -3.232 -1.214 0.210
C 0.815 1.769 -0.265
H 4.139 1.088 0.813
H -4.088 -1.654 0.554
H 2.656 2.741 0.159
H -3.196 -0.011 1.899
H -1.103 1.388 1.031
H -0.222 -1.256 -1.749
H -3.029 -2.290 -1.637


B.
21
Properties=species:S:1:pos:R:3 method="wB97M-V/def2-TZVPD" e_homo_ev=-9.193 homo_lumo_gap_ev=9.166 spin_multiplicity=1
O -1.370 -0.078 3.131
O -1.841 -2.994 1.117
N 1.834 -0.704 2.011
N -3.017 0.129 -0.952
N -0.383 2.052 3.223
C -0.196 -1.266 0.575
C 0.943 -0.973 1.357
C -0.964 1.023 3.247
C 0.130 1.152 -2.367
C 0.437 0.077 -1.397
C -0.532 -0.475 -0.664
C -1.037 -2.221 0.797
C -1.929 -0.250 -0.929
C 1.851 -0.499 -1.288
H 2.180 -0.330 -0.284
H 2.516 -0.163 -1.970
H -0.297 0.701 -3.228
H -0.493 2.055 -2.058
H 1.753 -1.610 -1.438
H 1.088 1.475 -2.582
H -0.674 2.898 3.698


Energies, relative to the best one, in kJ/mol: A 289.3; B 0.0.


A.
9
Properties=species:S:1:pos:R:3 method="wB97M-V/def2-TZVPD" e_homo_ev="-6.509 / -11.159" s_squared=2.010 homo_lumo_gap_ev="7.269 / 8.620" spin_multiplicity=3
O -0.563 0.364 0.103
O 1.139 -1.221 0.182
N -1.751 -0.316 -0.516
N -2.719 -0.523 0.127
C 0.682 -0.096 -0.436
H 1.354 0.801 -0.228
H -2.627 -0.187 1.115
H 0.595 -0.222 -1.511
H 0.988 -1.103 1.191


B.
9
Properties=species:S:1:pos:R:3 method="wB97M-V/def2-TZVPD" e_homo_ev="-9.475 / -10.111" s_squared=2.010 homo_lumo_gap_ev="9.888 / 8.192" spin_multiplicity=3
O -0.174 -1.766 -0.230
O -2.090 1.144 -0.066
N -0.506 -0.586 0.228
N 1.555 0.933 -0.020
C -1.675 0.032 -0.104
H 1.297 1.409 -0.843
H 1.005 1.481 0.609
H -2.420 -0.735 -0.063
H 0.293 -2.222 0.628


Energies, relative to the best one, in kJ/mol: A 27.1; B 0.0.